ORCA calculation (ωB97M-V with the def2-TZVPD basis set) on a 2-piece molecular cluster, C30H32Cl2N2O4S overall.

XYZ file:
```
71
Properties=species:S:1:pos:R:3:forces:R:3:mulliken_charge:R:1
Cl -5.24218 -4.36645 -0.66063 -0.3444 0.0008 0.0767 -0.23
Cl 3.30309 -4.48179 0.04036 0.3886 -0.1045 -0.0236 -0.24
S 0.92393 -4.29394 -1.77358 1.5574 -0.1191 1.5863 1.02
O 1.14031 -2.97447 -2.46999 -0.3815 -2.9938 0.2362 -0.61
O -1.37794 4.62955 -2.25685 0.1667 -0.4181 0.3598 -0.69
O 3.72187 -2.64502 6.18555 -1.3977 0.2987 -1.5453 -0.44
O 1.26250 -5.66310 -2.30483 -0.5036 3.2124 -0.0527 -0.66
N -0.38700 1.86850 -0.18181 -0.2318 0.1122 -0.2090 0.47
N 0.13724 4.12387 -0.58648 -0.7694 -0.8998 -0.4935 0.29
C 0.72554 5.45045 -0.51891 0.1607 -0.3226 0.3067 -1.01
C 0.22158 3.34995 1.73578 -0.1080 -0.0158 0.0963 -1.62
C -0.87881 3.84919 -1.47460 0.6793 0.1353 0.6918 0.24
C 2.97235 -0.91196 4.58432 0.4318 -0.1468 0.5307 -0.58
C -4.03226 2.49114 -4.69464 -0.2273 -0.0397 0.1189 -0.78
C 1.18379 -1.44272 3.02841 0.3531 0.0059 0.3749 0.89
C -1.48406 -5.54025 -1.20897 0.1878 -0.2796 -0.0816 -0.29
C 0.30670 -1.07906 1.96843 0.0764 0.2123 -0.6241 -1.04
C -3.25274 2.02182 -3.65751 0.1413 -0.0410 0.0388 -0.21
C -2.06404 3.05845 -5.91790 0.1073 0.0534 -0.1454 -0.68
C 0.33510 0.16634 1.36696 0.2394 -0.1121 0.3976 0.81
C 0.52178 2.97566 0.28683 0.0158 0.2876 -0.1490 0.21
C 1.64284 -4.17508 -0.14493 -1.1705 0.1499 -1.6107 -0.34
C -2.88436 -3.15461 -1.12844 -0.4027 0.0636 0.1194 -0.62
C 1.96820 -3.09107 4.61554 0.4050 -0.1361 0.5163 -0.76
C -3.54224 -4.35733 -0.93197 0.4599 0.0343 -0.0717 0.22
C -1.86893 2.07143 -3.73336 -0.0457 0.1335 -0.1179 0.39
C 4.62375 -1.68862 6.68839 0.2828 0.1597 0.1896 -0.80
C -1.52695 -3.15159 -1.36531 0.0729 0.2762 -0.0308 -0.05
C -1.24020 2.38282 -1.29596 -0.4850 -0.9562 0.3606 0.06
C 1.12744 -2.73183 3.59422 0.1309 0.4303 -0.0315 -0.49
C -1.02601 1.59099 -2.58864 0.3539 -0.1852 -0.1396 -0.40
C -0.83370 -4.34055 -1.40795 0.6475 0.1295 -0.1065 -0.44
C 2.13719 -0.54645 3.56150 -0.4485 -0.4976 -0.2143 -0.92
C 2.90991 -2.19475 5.13973 0.3536 -0.5030 0.5617 0.94
C -0.47751 0.60833 0.35182 0.4328 2.0763 -0.5766 -0.03
C -2.84229 -5.55226 -0.97042 -0.3243 -0.0532 0.0755 -0.60
C -3.43921 3.01352 -5.82464 -0.1262 0.0937 -0.2268 -0.40
C -1.28395 2.59347 -4.87894 0.0307 -0.1027 0.2267 -0.27
C 1.98828 2.63164 0.03860 0.0596 -0.0635 -0.0872 -1.55
H -0.21032 2.64465 -4.95053 0.2346 0.0011 -0.0105 0.36
H -3.44435 -2.23435 -1.10986 -0.1138 0.1483 -0.0061 0.48
H -3.72012 1.62059 -2.77405 -0.1778 -0.1245 0.2038 0.35
H 1.05635 -3.93720 0.71114 -0.4101 0.0472 0.2313 0.24
H 2.30603 1.73533 0.56464 0.0048 0.0348 0.0177 0.38
H -1.00053 -2.23008 -1.55735 0.1214 0.0970 -0.0611 0.60
H -4.04895 3.38601 -6.63236 -0.0800 0.0376 -0.1079 0.38
H 0.54339 5.89490 0.45754 0.0213 0.1212 0.0690 0.31
H 4.07768 -0.82750 7.07619 0.1052 0.1264 0.0426 0.34
H -5.10663 2.45345 -4.61909 -0.1723 -0.0192 0.0220 0.39
H -2.28796 2.31832 -0.97547 0.0770 0.0725 -0.1743 0.46
H -1.59767 3.46152 -6.80198 0.0903 0.0641 -0.1240 0.38
H 1.79864 5.39862 -0.69365 0.0825 0.0561 -0.0099 0.32
H 2.22269 0.45133 3.17352 0.0756 0.2176 -0.0509 0.30
H 2.63023 3.45059 0.35673 -0.0182 0.0802 0.0702 0.47
H -0.92942 -6.46311 -1.27479 0.1105 -0.0668 0.0216 0.47
H 1.06934 0.85192 1.73424 0.1145 0.0741 0.0061 -0.90
H 0.27544 6.08327 -1.28195 -0.0967 -0.2367 0.0028 0.38
H 2.15879 2.46484 -1.02355 -0.0593 -0.0153 -0.0577 0.34
H -0.41145 -1.80091 1.62142 -0.2350 -0.3157 -0.0277 0.51
H 3.68330 -0.19894 4.96156 0.0874 0.1644 0.0030 0.42
H -3.37125 -6.47978 -0.82256 -0.0338 -0.1263 0.0050 0.43
H 1.92123 -4.07603 5.04410 -0.0230 -0.2502 0.0689 0.43
H 0.85729 4.17291 2.05645 0.0846 0.0199 -0.0374 0.47
H 0.40889 -3.43864 3.21826 -0.1339 -0.2074 -0.0988 0.40
H -1.22551 -0.05064 -0.04866 -0.3068 -0.0289 -0.3737 0.73
H -1.21584 0.52574 -2.41933 -0.0314 0.0752 0.1655 -0.02
H 5.18721 -2.14681 7.50183 -0.1616 -0.0850 -0.1383 0.24
H 0.03219 1.66475 -2.85714 -0.0217 -0.0130 0.0126 0.45
H -0.81532 3.66987 1.82631 -0.0603 0.0125 -0.0465 0.39
H 0.36966 2.52203 2.42399 0.0613 0.0386 -0.0024 0.39
H 5.31793 -1.38083 5.90523 0.0961 0.1249 0.0580 0.34
```
Forces are in eV/Å.

Properties
LUMO energy, eV: -2.196
HOMO-LUMO gap, Eh: 0.11609
Total energy, hartree: -2891.2458
Largest force on an atom, Eh/bohr: 0.0632